Entry 1:
C15H47ClO12 | ωB97M-V/def2-TZVPD

Kohn-Sham gap	7.466	eV
multiplicity	1

```
75
Properties=species:S:1:pos:R:3:mulliken_charge:R:1
H 6.3082 -1.4499 4.4617 0.42
H 0.7435 2.5135 -1.9489 0.10
H 0.8188 1.0498 -5.0579 0.44
C -5.2253 0.1613 0.4151 -1.34
H -1.8291 2.4830 -2.3419 0.20
H 0.8132 -4.1101 2.1692 0.29
H -5.0766 2.7154 -0.8779 0.36
C 3.5215 -0.4767 2.4913 -0.81
H 4.8550 2.2744 -1.5856 0.37
O -0.0100 0.3105 -1.9982 -0.51
O 0.2187 -1.5022 -0.5666 -0.71
H 0.1418 -5.7180 1.9490 0.33
H 0.3436 -1.1254 2.7767 0.03
H -4.3846 0.4053 1.0646 0.35
C -5.0239 0.4204 -1.0672 0.60
C 0.0453 -2.4856 -4.3068 -0.34
O 1.2365 -2.3024 -3.5859 -0.56
C -1.6529 3.5215 -2.6221 -1.38
C 5.6873 -0.7471 3.9062 -1.51
H -2.9544 -3.7809 1.2140 0.39
C 3.9429 2.6117 -1.0933 -0.39
H -5.8473 -0.0438 -1.6100 0.29
H -0.5054 6.1592 -1.7710 0.39
O 4.3382 2.9466 0.2754 -0.51
H -0.1079 2.2186 -5.4204 0.47
C 4.2809 -1.1936 3.6306 0.68
C -1.9593 -4.2117 1.1030 -1.29
H 0.0034 1.7115 -3.9195 0.33
H -0.4848 -3.1697 -3.6441 0.23
H 4.0490 -1.6901 5.4605 0.33
H 1.0445 5.6676 -2.3866 0.36
H 3.2117 -1.0978 1.6508 0.27
O -2.1452 -5.3291 3.2394 -0.58
H 0.3089 -2.8726 -5.2912 0.25
C -5.0360 1.8672 -1.5613 -1.21
H 0.3109 -1.2560 4.9412 0.31
O -0.0247 1.4553 -4.8442 -0.33
H -1.1248 -0.0738 2.6712 0.12
H -6.0096 2.0809 -2.0024 0.41
H -0.3391 5.6954 -3.3818 0.34
H -5.5473 -0.8603 0.6173 0.31
H 3.1075 1.9129 -1.1364 0.01
H -2.8986 -5.6073 2.7134 0.33
H -0.3586 -1.4808 -4.4303 0.05
H 2.5376 -0.0708 2.7265 0.05
H -1.3607 -3.4873 0.5505 0.18
O -1.0461 0.3453 0.1125 -0.63
C 0.0625 -4.8068 2.5420 -1.33
C -0.0130 5.4038 -2.3834 -1.61
H -0.1655 3.7912 -1.0733 0.29
H 0.3556 0.5425 3.3522 0.42
H 5.6991 0.1904 4.4621 0.34
H -1.9648 -5.1907 0.6238 0.45
H 4.3474 -2.2303 3.3005 0.11
H 3.7151 3.5197 -1.6517 0.26
H 0.3742 -5.0804 3.5500 0.36
H 6.2723 -0.5288 3.0127 0.38
H -3.1857 0.0364 -0.7796 0.16
C -0.2607 3.9651 -2.1451 1.18
H 5.0128 3.6228 0.1793 0.28
H -1.7393 3.6529 -3.7007 0.29
H -1.5266 -3.4054 3.0645 0.08
C -1.3871 -4.3594 2.5561 0.80
O 3.6293 -1.0617 4.8684 -0.57
H -6.0922 0.7415 0.7314 0.40
O 0.7139 3.1635 -2.6548 -0.61
H -4.2090 2.0773 -2.2396 0.12
Cl 0.1213 -0.0725 -0.6343 1.55
O 1.2811 0.4709 -0.0043 -0.59
O -0.4841 -0.8572 4.5798 -0.61
H -2.4449 4.2284 -2.3751 0.51
C -0.2551 -0.3561 3.2645 -0.32
O -3.8064 -0.2052 -1.4709 -0.45
H 4.0917 0.3492 2.0660 0.32
H 0.9414 -1.9852 -2.7292 0.32
```

Entry 2:
C15H48N12O9 | ωB97M-V/def2-TZVPD

structure (SMILES)	NC(N)=O.NC(N)=O.NC(N)=O.NC(N)=O.NC(N)=O.NC(N)=O.CC(C)O.CC(C)O.CC(C)O
Kohn-Sham gap	8.944	eV
multiplicity	1
energy relative to the best compared isomer or geometry (same formula, charge and spin)	59.8	kJ/mol

```
84
Properties=species:S:1:pos:R:3:mulliken_charge:R:1
H -0.0971 4.3456 -0.0809 0.18
H -1.5851 0.0529 0.3739 0.04
H 1.0806 -0.8460 4.6678 0.40
H -4.3582 2.6623 4.8577 0.38
C 0.6642 -0.7210 3.6627 -1.25
H -4.8895 1.0386 4.4720 0.36
H 1.3017 1.3607 -1.9013 0.12
O -3.5662 1.0099 2.0412 -0.47
H -2.9319 3.5028 2.2592 0.39
H -2.2783 -1.7620 4.0548 0.60
H 1.5601 -3.7663 -4.3423 0.26
H 1.0870 -2.0156 -2.6753 0.30
N 6.1393 0.6054 -2.3874 -0.48
C -0.2954 0.7801 -0.9123 0.42
C 3.5419 -3.4529 -3.4195 -0.91
H -1.4721 2.5254 2.5224 0.25
H 0.9996 -1.1942 -4.1823 0.37
C -4.5285 1.9668 4.0303 -1.47
C -3.9589 -2.6590 1.9055 0.59
H 1.5751 -0.8097 3.0676 0.15
H 3.9126 -0.9164 -0.7250 0.08
H 0.4028 -3.2079 4.8082 0.36
H 3.1353 -3.8197 -2.4743 0.01
H -4.3335 5.3262 -4.0888 0.23
O 1.9537 -1.7920 0.2874 -0.52
N -4.1001 -1.5730 1.0989 -0.24
N -4.6360 -3.7098 1.3775 -0.47
H 1.3398 5.1441 0.4688 0.20
C -2.3966 2.8822 2.9806 -1.30
H 0.8202 4.5629 -3.3966 0.19
H 3.2491 -3.1152 -5.9706 0.32
H 0.2678 0.2935 3.6387 0.23
N -3.7629 5.1902 -3.2720 -0.41
N 2.0665 -4.0800 0.2901 -0.40
H -0.2321 -1.0379 0.0808 0.13
N 0.9401 0.5646 -1.4021 0.14
C 0.0542 -3.1477 3.7737 -1.35
H -4.7003 -1.6687 0.3046 0.17
N 0.5771 4.2607 -2.4662 -0.20
H 1.3293 -4.1378 -0.3928 0.23
C -0.4683 -1.7616 3.4708 1.30
N 0.7520 4.8453 -0.2868 -0.27
C 4.8838 0.4964 -1.8989 0.62
H -3.3655 5.9558 -2.7611 0.17
H -2.6405 0.8757 3.7349 -0.09
N -2.5196 3.6758 -2.1104 -0.18
H 0.8988 -3.4925 3.1763 0.21
O 2.0732 5.8171 -1.8135 -0.71
H 1.3587 -0.3428 -1.3054 -0.22
C 2.3332 -3.0028 -4.2130 0.27
O -1.4618 -1.3186 4.3505 -0.68
O -3.8475 3.0286 -3.8528 -0.68
C 1.6737 -1.7938 -3.5693 -0.82
H 4.3086 -2.6806 -3.3672 0.31
H -2.1992 4.4986 -1.6329 0.18
N 4.8057 -0.5860 -1.0546 -0.26
C 1.1249 5.0610 -1.5533 0.57
H -4.5062 -4.5772 1.8749 0.26
H 5.6956 -0.8423 -0.6812 0.20
H 4.0899 -4.2581 -3.9177 0.45
H -0.7994 -3.8270 3.7208 0.30
H 6.3044 1.3197 -3.0773 0.24
H 2.4609 -1.0703 -3.3401 0.02
H -4.0506 1.6260 1.4776 0.26
C -3.4064 3.9005 -3.1010 0.54
O -3.3057 -2.7077 2.9399 -0.72
O 2.8048 -2.4473 -5.4389 -0.55
H -2.1149 2.7526 -1.9625 0.39
O 3.9615 1.2013 -2.2914 -0.61
H -0.1294 3.5617 -2.3029 0.12
H -0.8197 -1.7135 2.4347 -0.20
H 6.8875 0.2167 -1.8486 0.14
H -3.8569 -0.6601 1.4803 0.31
N 3.6405 -2.8059 1.3083 -0.42
H 4.1779 -3.5529 1.7166 0.16
C 2.4805 -2.8536 0.6348 0.51
H 2.6780 -4.8737 0.3658 0.21
H 3.9119 -1.9400 1.7468 0.27
H -2.0766 3.4462 3.8558 0.43
O -0.9385 1.7995 -1.2022 -0.84
H -5.3929 -3.6139 0.7317 0.16
H -5.2649 2.5593 3.4835 0.34
N -0.7529 -0.2043 -0.1339 -0.09
C -3.2636 1.6470 3.2778 0.79
```

Entry 3:
C15H48O9 | ωB97M-V/def2-TZVPD

structure (SMILES)	CC(C)O.CC(C)O.CC(C)O.CCO.CCO.CCO.O.O.O
Kohn-Sham gap	9.680	eV
multiplicity	1
energy relative to the best compared isomer or geometry (same formula, charge and spin)	132.3	kJ/mol

```
72
Properties=species:S:1:pos:R:3:mulliken_charge:R:1
H -4.9754 1.6964 1.6753 0.39
H 1.9307 3.9225 0.3698 0.45
H 0.1710 -4.2648 -2.7241 0.44
C 2.8276 -0.0493 -3.9848 -1.17
C -0.9936 -3.3957 -1.0859 0.49
H -3.4756 3.1506 -1.2985 0.30
H 3.3798 -0.7110 -4.6621 0.40
H 1.0306 -3.0977 -1.6464 -0.21
O -3.2327 -0.8413 2.0055 -0.74
H -2.6050 3.5482 1.1131 0.11
O -0.9659 1.2653 -1.8525 -0.56
H -0.9598 -1.5150 -2.1663 -0.07
H 0.5266 1.6043 2.5225 0.13
H 0.7161 -4.7419 -1.1423 0.32
H 1.8869 -0.5689 -3.7863 0.11
H -4.5528 4.1328 -0.2286 0.40
H 0.5871 -5.3836 2.0333 0.25
H 2.1951 0.1909 -1.3234 0.27
O -0.7135 -2.7860 0.1920 -0.48
C -1.6665 -2.3117 -1.9205 -1.04
H 1.9904 -2.0626 1.9491 -0.09
O 0.6561 1.4550 5.1687 -0.56
H -0.4019 0.1243 2.2393 0.09
C 0.8984 3.7491 0.0727 -0.76
C -4.0908 3.1597 -0.3973 -1.42
H 0.2809 4.1208 0.8959 0.28
H 4.4340 -1.1526 -1.1228 0.31
H 4.5959 -1.8409 -2.7112 0.47
H 2.5955 -2.7320 0.4679 -0.16
H -1.1085 4.5321 -2.3417 0.23
H -2.0663 1.7073 -0.3061 0.06
H -2.7821 -1.4510 1.4144 0.32
H 0.9874 1.0660 5.9781 0.30
H -0.1103 -3.3885 0.6750 0.22
H -2.4402 -1.7584 -1.3841 0.29
H 0.3217 5.6330 -0.8698 0.29
H 2.6853 0.9018 -4.4927 0.31
H 2.3021 -4.3688 3.0607 0.39
H 0.7482 2.6787 -0.0552 -0.03
C -3.2794 2.7299 0.8447 0.99
C 3.9015 -1.2999 -2.0651 -0.74
H 4.4864 0.6537 -2.8729 0.32
O 0.7561 -0.5628 -0.6075 0.26
C 2.1484 -4.1759 1.9933 -0.44
H -0.7703 2.2238 -1.8527 0.18
O 0.8277 -4.5583 1.6097 -0.49
H -1.7119 -4.2155 -0.9871 0.34
H -1.1653 1.5426 3.1336 0.03
H 3.6866 -2.7934 1.9560 0.46
C 0.2984 0.4375 4.2248 -0.61
H -4.7972 3.2526 2.3809 0.40
H 2.7795 -4.9677 1.5629 0.32
C 0.2973 -3.9038 -1.7033 -0.86
H 1.2601 -0.0716 4.0685 0.24
H 0.2558 -1.3073 -0.2156 0.04
H 3.0097 -1.8741 -1.8201 -0.30
C 2.6804 -2.8069 1.5499 -0.21
H -3.6563 1.9100 2.8060 0.31
O -0.8026 4.0470 -1.5702 -0.44
O 2.7974 0.8218 -1.7678 -0.58
H -1.3368 1.0862 -2.7226 0.20
C 0.4328 4.5711 -1.1082 -0.35
H -0.3078 -0.3075 4.7519 0.41
O -2.6044 1.5314 0.4900 -0.15
C -4.2168 2.4070 2.0146 -1.66
H 1.1592 4.5077 -1.9288 0.32
H -4.8511 2.3993 -0.5869 0.34
C -0.2708 0.9675 2.9099 -0.04
C 3.5888 0.0581 -2.6855 0.51
H 0.0887 0.1155 -0.8149 0.11
H -3.2078 0.0157 1.5511 0.31
H -2.0825 -2.6509 -2.8694 0.47
```

Entry 4:
C15H4BF8N6O4SV | ωB97M-V/def2-TZVPD

Kohn-Sham gap (spin up / spin down)	4.540 / 4.545	eV
multiplicity	1
energy relative to the best compared isomer or geometry (same formula, charge and spin)	72.3	kJ/mol
total charge	+2

```
40
Properties=species:S:1:pos:R:3:mulliken_charge:R:1
C 1.4021 -3.5525 -3.5439 -0.42
B -1.5201 -1.6460 -1.9622 0.49
C -4.0002 4.2725 4.6508 -0.18
C 0.8105 1.3227 -0.3526 0.47
N 1.3135 0.3808 -0.8252 0.03
N 1.4277 -5.4203 -2.4101 0.00
H 1.6123 -4.5699 -0.4667 0.46
C -3.2769 3.0727 4.3676 1.37
F 0.4719 -1.9579 -0.2575 -0.51
O 3.3583 -1.6456 -0.7768 -0.38
C -0.6821 1.6657 2.1388 0.40
C 1.3374 -4.8919 -3.6842 -0.65
N -4.0599 1.0725 5.7962 -0.31
C 0.3784 2.5538 0.0877 0.21
F -1.6887 -2.9233 -2.1499 -0.20
C -1.1095 3.9572 1.4886 0.06
O 4.5982 -2.2668 -2.8624 -0.44
O 4.6499 0.1061 -2.0310 -0.43
F 0.0052 0.5407 1.9741 -0.27
S 4.0495 -1.1422 -2.2316 1.24
C -3.6876 1.9649 5.1756 -0.23
C -2.3075 2.9806 3.4046 0.05
F -2.2268 -0.9402 -1.1243 -0.18
C 1.5356 -4.4345 -1.5336 -0.48
F -1.7283 0.7364 3.9529 -0.25
F -2.5804 5.2292 2.7005 -0.24
N -4.5960 5.2094 4.9475 -0.29
H 1.3726 -2.7803 -4.2921 0.54
F -0.4707 -1.0386 -2.5602 -0.21
N 1.2412 4.4860 -1.3907 -0.35
C 0.8370 3.6277 -0.7443 -0.43
N 1.5271 -3.2694 -2.1809 0.74
H 1.4239 -6.4035 -2.1763 0.23
H 1.2349 -5.5113 -4.5575 0.44
C -1.9828 4.0851 2.5224 0.33
C -0.4538 2.7239 1.2179 0.62
O 2.4970 -0.9059 -2.8247 -0.26
V 1.7516 -1.4407 -1.3493 1.10
F -0.9010 4.9914 0.7025 -0.26
C -1.5634 1.7615 3.1603 0.18
```

It is found that the total energy values, taken in the order of the records, are -53396.71541 -52648.04218 -34760.60886 -91672.97622 eV.